No. 1
Entry from OMol25: a cluster of 7 separate species, C13H42N2O7 in total in a non-equilibrium geometry (ωB97M-V with the def2-TZVPD basis set).

Structure (XYZ):
```
64
Properties=species:S:1:pos:R:3
C -0.7840 0.1163 -0.3641
O -1.7822 -0.8676 0.1107
H 0.1844 -0.1145 0.0798
H -0.7736 0.1290 -1.4540
H -0.9847 1.1439 -0.0610
H -2.5876 -0.4888 -0.2491
C 0.5005 -6.1704 -0.5173
O 0.6036 -5.4506 0.6730
H 0.9211 -5.6976 -1.4048
H 0.9726 -7.1459 -0.4003
H -0.5381 -6.4149 -0.7398
H -0.1535 -4.8604 0.6653
C 2.1013 6.4974 1.6344
O 2.1354 7.4743 2.7010
H 2.9334 5.7952 1.5829
H 1.2122 5.8960 1.8241
H 1.9039 6.9934 0.6841
H 1.5016 8.1644 2.4918
C 0.5575 0.6064 -7.8446
O 0.6585 0.4708 -9.2822
H 0.0360 1.5099 -7.5288
H -0.0760 -0.1645 -7.4058
H 1.5484 0.7081 -7.4019
H 1.5619 0.3988 -9.5990
C -4.8521 4.4510 3.6042
O -5.1151 5.1389 4.8006
H -4.2157 3.5663 3.6256
H -5.7848 4.2661 3.0713
H -4.2194 5.1185 3.0192
H -4.2702 5.0846 5.2531
C 9.8188 1.2633 2.9270
C 8.5576 2.1265 3.2294
C 7.4610 1.4941 4.1344
O 7.1348 0.2219 3.5521
C 6.0574 -0.4744 4.1185
N 9.0919 3.2861 3.8658
H 10.1035 0.7847 3.8641
H 10.5998 1.8480 2.4410
H 9.5310 0.5118 2.1918
H 8.0502 2.4306 2.3139
H 6.5544 2.0897 4.0281
H 7.7601 1.3898 5.1774
H 5.0948 0.0186 3.9829
H 6.2207 -0.7899 5.1490
H 6.0011 -1.4494 3.6343
H 9.3212 2.9242 4.7805
H 8.3956 3.9787 4.1013
C -6.1274 -2.3436 -3.9334
C -7.0948 -2.3576 -2.7658
C -7.1859 -3.6833 -2.0068
O -7.5947 -4.6843 -2.9025
C -7.5501 -6.0138 -2.4183
N -6.6849 -1.3157 -1.8266
H -6.4759 -2.8228 -4.8483
H -5.3576 -2.9976 -3.5238
H -5.7833 -1.3273 -4.1253
H -8.1168 -2.1295 -3.0687
H -7.9405 -3.5271 -1.2359
H -6.1687 -3.8330 -1.6449
H -6.5701 -6.4892 -2.3792
H -8.0673 -6.5806 -3.1924
H -8.0757 -6.0882 -1.4663
H -7.5453 -1.1328 -1.3302
H -6.6103 -0.4818 -2.3917
```

Relative energy (zero: lowest compared OMol25 entry of this formula, charge and spin) ... 62.7 kcal/mol
Charge ... 0
Frontier orbital gap ... 9.77 eV
SMILES ... COC[C@H](C)N.COC[C@H](C)N.CO.CO.CO.CO.CO
LUMO ... 0.315 eV
E ... -31469.4000 eV
HOMO energy ... -0.3475 hartree


No. 2
Entry from OMol25: a structure of composition C35H34IN5O2S2W in a non-equilibrium geometry (ωB97M-V with the def2-TZVPD basis set).

Structure (XYZ):
```
80
Properties=species:S:1:pos:R:3
W 0.1284 -0.4034 -2.8112
C -2.7031 -2.0944 -5.4068
C -1.3656 -2.1933 -4.7766
O -1.1601 -1.3023 -3.7938
C -0.3756 -3.0456 -5.0793
C 0.7872 -3.1895 -4.2537
C 1.6965 -4.3452 -4.5072
N 1.0058 -2.3723 -3.2507
N 2.0462 -2.7834 -2.4181
C 2.3243 -1.8407 -1.6107
O 1.7164 -0.6542 -1.7814
C 3.2303 -1.9475 -0.4647
C 3.4658 -0.8402 0.3476
C 4.2884 -0.9684 1.4569
C 4.8695 -2.1947 1.7527
C 4.6361 -3.2968 0.9380
C 3.8167 -3.1770 -0.1702
H -3.4776 -2.1200 -4.6393
H -2.8612 -2.9072 -6.1108
H -2.7885 -1.1403 -5.9310
H -0.5206 -3.7509 -5.8845
H 1.5337 -4.7358 -5.5087
H 1.4974 -5.1401 -3.7849
H 2.7336 -4.0471 -4.3760
H 3.0285 0.1171 0.0942
H 4.4949 -0.1083 2.0802
H 5.5156 -2.2923 2.6155
H 5.0975 -4.2481 1.1671
H 3.6281 -4.0269 -0.8124
S 0.3613 1.6605 -1.2660
C -0.4079 1.2507 0.1516
N -0.7877 2.1484 1.0231
C -1.2036 1.7492 2.3760
C -0.4404 0.5247 2.7796
N -0.6916 -0.5350 1.7826
C -0.7540 -1.9737 2.2287
C -1.1956 -2.1446 3.6517
C -2.5499 -2.2525 3.9494
C -2.9628 -2.4089 5.2651
C -2.0228 -2.4652 6.2849
C -0.6689 -2.3717 5.9918
C -0.2569 -2.2145 4.6773
C -0.6525 -0.2239 0.5197
S -0.9272 -1.3517 -0.6881
C -1.0127 3.5884 0.7072
C -0.0745 4.4718 1.4835
C 1.2683 4.5597 1.1244
C 2.1265 5.3742 1.8440
C 1.6466 6.1096 2.9225
C 0.3112 6.0292 3.2809
C -0.5494 5.2097 2.5604
H -2.2856 1.5965 2.3948
H -0.9551 2.5702 3.0475
H -0.7712 0.1768 3.7515
H 0.6345 0.7172 2.8232
H 0.2416 -2.3903 2.0570
H -1.4471 -2.4744 1.5582
H -3.2853 -2.2244 3.1521
H -4.0164 -2.5001 5.4927
H -2.3450 -2.5963 7.3095
H 0.0641 -2.4330 6.7849
H 0.8024 -2.1596 4.4476
H -2.0496 3.7869 0.9841
H -0.9039 3.7115 -0.3664
H 1.6441 3.9985 0.2750
H 3.1678 5.4471 1.5587
H 2.3166 6.7534 3.4768
H -0.0653 6.6089 4.1131
H -1.5989 5.1594 2.8320
I 1.6839 0.5476 -4.7707
C -1.2247 1.2161 -3.4595
C -1.2900 2.2498 -4.3680
C -2.4844 2.9597 -4.3854
C -3.5178 2.5977 -3.5209
C -3.3334 1.5290 -2.6611
N -2.1761 0.8530 -2.6583
H -0.4678 2.5006 -5.0203
H -2.6138 3.7862 -5.0723
H -4.4586 3.1302 -3.5235
H -4.1094 1.1962 -1.9829
```

Relative energy (zero: lowest compared OMol25 entry of this formula, charge and spin) ... 27.7 kcal/mol
Charge ... +2
Frontier orbital gap ... 6.18 eV
LUMO ... -7.367 eV
E ... -79976.4636 eV
HOMO energy ... -0.4979 hartree


No. 3
Entry from OMol25: a cluster of 8 separate species, C28H60N4O12 in total in a non-equilibrium geometry (ωB97M-V with the def2-TZVPD basis set).

Structure (XYZ):
```
104
Properties=species:S:1:pos:R:3
C 3.6642 -4.6385 -3.3937
O 4.2051 -5.1487 -4.3869
N 2.5835 -5.1052 -2.7660
C 2.0048 -4.3382 -1.6196
C 1.8863 -6.2445 -3.2506
H 4.1200 -3.8099 -2.8300
H 1.6325 -5.1335 -0.9739
H 1.0633 -3.8260 -1.8182
H 2.6767 -3.7706 -0.9758
H 2.2884 -6.6373 -4.1845
H 1.9288 -7.0170 -2.4829
H 0.8329 -6.0859 -3.4811
C 2.3098 2.6072 2.8812
O 2.4138 1.4767 3.3054
N 1.3660 3.0618 2.0374
C 1.3119 4.3723 1.4220
C 0.1831 2.2934 1.7924
H 3.0482 3.3897 3.1151
H 0.9173 4.2799 0.4101
H 2.2911 4.8495 1.4602
H 0.6679 4.9942 2.0437
H 0.0073 2.2160 0.7195
H 0.1866 1.2889 2.2155
H -0.6721 2.7489 2.2916
C -3.5653 -6.3020 0.7080
O -4.8243 -6.3502 0.8460
N -2.9101 -5.4875 -0.1263
C -1.4971 -5.5899 -0.2317
C -3.5472 -4.5400 -1.0524
H -2.8244 -6.8508 1.3096
H -0.9425 -4.6571 -0.1304
H -1.3045 -5.8991 -1.2591
H -1.1538 -6.4519 0.3403
H -3.3971 -3.4762 -0.8678
H -3.2111 -4.7861 -2.0596
H -4.6188 -4.7387 -1.0342
C -5.3711 -2.5062 2.3196
O -4.3919 -2.6084 1.6251
N -5.6868 -1.3851 2.9588
C -6.8872 -1.1625 3.7308
C -4.8055 -0.1266 2.8098
H -6.2022 -3.2171 2.4463
H -6.6002 -0.8222 4.7257
H -7.3693 -2.1205 3.9255
H -7.5677 -0.5416 3.1481
H -5.4848 0.5375 2.2752
H -4.5996 0.3216 3.7818
H -3.8827 -0.2516 2.2434
O -8.7465 -0.4684 -2.5616
C -7.8044 -0.5146 -3.3144
O -6.5272 -0.8300 -2.9926
C -6.1793 -1.1386 -1.5781
C -5.2463 -0.0625 -1.1878
C -7.7726 -0.0811 -4.7670
H -5.6904 -2.1127 -1.5642
H -7.0963 -1.2228 -0.9950
H -4.8201 -0.2709 -0.2065
H -5.6318 0.9565 -1.1537
H -4.3186 0.0494 -1.7491
H -8.5787 0.6031 -5.0318
H -7.6293 -0.7854 -5.5865
H -6.8506 0.4983 -4.8151
O 5.1513 4.7774 -2.1271
C 4.2533 4.6263 -1.3225
O 3.0357 5.2540 -1.3030
C 2.8117 6.3066 -2.2106
C 3.2668 7.7185 -1.6832
C 4.4041 3.6710 -0.1134
H 1.7236 6.3623 -2.2413
H 3.2491 6.1083 -3.1891
H 2.9529 8.4694 -2.4083
H 4.3140 7.9315 -1.4684
H 2.6218 7.7747 -0.8063
H 3.5175 3.0370 -0.1060
H 4.4301 4.2764 0.7926
H 5.3384 3.1129 -0.1750
O -0.2844 -2.3845 -0.5395
C -0.4255 -1.2581 -0.0988
O 0.4558 -0.2248 -0.1918
C 1.7103 -0.4336 -0.8838
C 2.8399 -0.4433 0.1202
C -1.6757 -0.8890 0.6147
H 1.8537 0.4435 -1.5148
H 1.7342 -1.3013 -1.5431
H 3.8478 -0.5013 -0.2907
H 2.7089 -1.2973 0.7848
H 2.8444 0.4901 0.6831
H -1.4392 -0.5830 1.6338
H -2.2574 -1.8081 0.6850
H -2.2494 -0.1116 0.1100
O 5.3389 3.3471 3.4519
C 6.3591 3.7419 2.8534
O 7.2873 3.0108 2.3638
C 7.2858 1.5187 2.4857
C 6.1728 0.9829 1.5664
C 6.5249 5.1765 2.5194
H 7.0569 1.2132 3.5067
H 8.2487 1.1471 2.1350
H 6.3414 -0.0901 1.4748
H 6.2778 1.4697 0.5968
H 5.2095 1.2268 2.0143
H 7.1089 5.3754 1.6207
H 7.1119 5.6445 3.3096
H 5.5619 5.6799 2.4341
```

Relative energy (zero: lowest compared OMol25 entry of this formula, charge and spin) ... 11.2 kcal/mol
Charge ... 0
Frontier orbital gap ... 9.25 eV
SMILES ... CCOC(C)=O.CCOC(C)=O.CCOC(C)=O.CCOC(C)=O.CN(C)C=O.CN(C)C=O.CN(C)C=O.CN(C)C=O
LUMO ... 0.266 eV
E ... -60538.6372 eV
HOMO energy ... -0.3303 hartree


No. 4
Entry from OMol25: a structure of composition C19H25BaClLaNO2 in a non-equilibrium geometry (ωB97M-V with the def2-TZVPD basis set).

Structure (XYZ):
```
50
Properties=species:S:1:pos:R:3
La 3.4332 -3.6182 -1.6253
Cl 0.7872 -3.8403 -2.2253
C 3.3401 -4.9204 0.4167
C 4.0622 -4.0333 -3.8174
H 4.3166 -5.3900 0.2249
H 3.3037 -4.1601 1.1926
H 2.4577 -5.5068 0.1998
H 4.9766 -4.5831 -3.5348
H 4.1892 -3.0232 -4.1908
H 3.1963 -4.6004 -4.1338
Ba 1.1127 -1.3661 -0.3231
C 0.7667 0.4103 -2.6694
C 3.8187 -1.5137 -1.1751
H 1.7529 0.8273 -2.8546
H 0.2985 -0.1966 -3.4302
H 0.1116 0.9613 -1.9816
H 4.3639 -0.8708 -1.8873
H 3.9923 -1.2460 -0.0939
C -2.6017 -1.2967 3.3557
C -2.6235 -0.9160 1.9005
C -2.8306 -1.9008 0.9394
C -2.8659 -1.5963 -0.4182
C -2.6665 -0.2833 -0.8251
C -2.3896 0.7097 0.1237
N -2.0887 1.9806 -0.3713
C -1.2888 3.0609 0.0596
C -1.7813 4.3600 -0.1386
C -1.0515 5.4740 0.2342
C 0.2213 5.3391 0.7995
C 0.7532 4.0812 0.9612
C 0.0464 2.9789 0.5512
C 0.7750 1.6899 0.6453
O 2.0518 1.6251 0.5603
O 0.0292 0.6688 0.6442
C -2.4319 0.4142 1.5120
C -2.2135 1.4485 2.5658
H -1.6353 -1.0809 3.8359
H -3.3840 -0.7747 3.9247
H -2.7863 -2.3746 3.4445
H -2.9980 -2.9198 1.2972
H -3.0619 -2.3770 -1.1576
H -2.6678 -0.0083 -1.8871
H -2.6268 2.2238 -1.2045
H -2.7754 4.4646 -0.5807
H -1.4712 6.4698 0.0922
H 0.8171 6.1864 1.0910
H 1.7556 3.8956 1.3542
H -1.3022 1.2397 3.1528
H -2.1301 2.4654 2.1733
H -3.0572 1.4224 3.2738
```

Charge ... -2
Frontier orbital gap ... 3.76 eV
LUMO ... 4.146 eV
E ... -39765.5936 eV
HOMO energy ... 0.0140 hartree


No. 5
Entry from OMol25: a cluster of 2 separate species, CH8N2S2 in total in a non-equilibrium geometry (ωB97M-V with the def2-TZVPD basis set).

Structure (XYZ):
```
13
Properties=species:S:1:pos:R:3
S -0.0542 -1.5873 -1.2587
S -1.5799 -0.1834 -2.2123
H -0.1523 -2.6442 -2.0427
H -2.3437 -0.8335 -1.3346
N 0.8379 0.6970 3.4074
C 1.6295 1.4306 2.4465
N 0.9958 1.5813 0.9805
H -0.1468 0.6627 3.1723
H 1.1799 -0.2622 3.3524
H 2.4980 0.9427 2.2005
H 1.8787 2.4622 2.9336
H 0.4549 2.4753 0.8208
H 0.1648 0.9956 1.0395
```

Relative energy (zero: lowest compared OMol25 entry of this formula, charge and spin) ... 33.9 kcal/mol
Charge ... 0
Frontier orbital gap ... 8.47 eV
SMILES ... NCN.SS
LUMO ... -0.643 eV
E ... -25815.8616 eV
HOMO energy ... -0.3347 hartree


No. 6
Entry from OMol25: a structure of composition C3H7NS in a non-equilibrium geometry (ωB97M-V with the def2-TZVPD basis set).

Structure (XYZ):
```
12
Properties=species:S:1:pos:R:3
C 1.3120 -0.6577 0.0747
C -1.1432 -0.1248 -0.1387
C -0.8581 1.2537 -0.0245
H 1.8547 -1.5542 -0.9557
H 2.3519 -0.7885 1.1457
H 1.3607 0.5717 -0.5129
H -0.0607 -1.8069 0.2681
H 0.2949 1.4400 -0.5617
H -1.7550 1.7916 -0.5082
H -0.7200 1.4775 1.3283
N 0.0218 -0.8744 -0.1327
S -2.6589 -0.7280 0.0175
```

Relative energy (zero: lowest compared OMol25 entry of this formula, charge and spin) ... 150.7 kcal/mol
Charge ... 0
Frontier orbital gap ... 8.48 eV
LUMO ... -0.139 eV
E ... -15543.1119 eV
HOMO energy ... -0.3168 hartree